Record 1
The following is a quantum chemistry calculation of a molecular structure, C30H53NP2Yb in a non-equilibrium geometry, from the OMol25 dataset.

XYZ file:
```
87
Properties=species:S:1:pos:R:3
Yb -1.252 0.349 -2.392
C -2.600 1.810 -0.038
C -3.333 0.973 -0.919
C -2.427 -0.353 0.723
C -2.088 0.985 1.002
C -3.168 -0.376 -0.479
C -2.452 3.269 -0.172
H -2.309 3.575 -1.222
H -1.588 3.639 0.397
H -3.341 3.809 0.201
C -1.313 1.411 2.189
H -0.902 2.419 2.061
H -0.482 0.716 2.417
H -1.938 1.435 3.098
C -2.088 -1.490 1.608
H -2.737 -1.533 2.499
H -1.058 -1.406 1.984
H -2.182 -2.449 1.086
C -3.654 -1.575 -1.205
H -4.721 -1.473 -1.466
H -3.527 -2.468 -0.580
H -3.113 -1.793 -2.152
C -3.905 1.419 -2.229
H -4.717 2.142 -2.047
H -4.329 0.590 -2.822
H -3.170 1.953 -2.892
C 0.871 0.982 -2.765
C 0.065 1.925 -3.327
C -0.342 1.950 -4.778
C -1.442 0.942 -5.243
C -1.690 -0.343 -4.455
C -0.692 -1.131 -3.962
C 0.752 -0.975 -4.401
C 1.644 -0.058 -3.530
H 0.519 1.879 -5.475
H -1.190 0.668 -6.289
H -0.747 2.964 -4.955
H 2.410 0.399 -4.186
H 1.068 1.009 -1.675
H -0.166 2.844 -2.768
H 2.224 -0.662 -2.807
H 1.171 -1.993 -4.413
H -0.919 -2.021 -3.336
H 0.809 -0.653 -5.455
H -2.404 1.483 -5.336
H -2.726 -0.738 -4.531
P 1.987 2.183 0.948
C 1.767 2.905 2.625
H 2.631 3.540 2.858
H 1.693 2.080 3.346
H 0.837 3.486 2.666
C 3.818 2.111 0.873
H 4.216 3.125 1.016
H 4.108 1.720 -0.113
H 4.191 1.427 1.647
C 1.721 3.680 -0.086
H 1.753 3.395 -1.147
H 2.509 4.418 0.123
H 0.732 4.113 0.124
P 0.992 -3.059 0.498
C -0.081 -4.195 -0.481
H 0.395 -5.181 -0.604
H -0.273 -3.757 -1.475
H -1.042 -4.327 0.037
C 2.498 -3.266 -0.543
H 2.269 -2.923 -1.566
H 2.820 -4.318 -0.580
H 3.315 -2.651 -0.142
C 1.346 -4.121 1.956
H 0.809 -5.074 1.878
H 0.981 -3.578 2.836
H 2.421 -4.306 2.065
C 3.129 -0.953 2.546
C 2.228 -0.814 3.703
C 2.647 -0.886 5.071
C 1.485 -0.769 5.843
C 0.401 -0.629 4.915
C -1.018 -0.522 5.293
N 0.872 -0.638 3.635
H 2.626 -0.678 1.609
H 3.498 -1.989 2.460
H 4.015 -0.316 2.688
H 3.679 -1.007 5.378
H 1.369 -0.781 6.920
H -1.332 -1.423 5.840
H -1.662 -0.405 4.414
H -1.167 0.337 5.963
```

Multiplicity: 2
Energy, Ha: -3070.62358
Total charge: +1


Record 2
The following is a quantum chemistry calculation of 4 unconnected molecules or ions with the total composition C4H16O4 in a non-equilibrium geometry, from the OMol25 dataset.

XYZ file:
```
24
Properties=species:S:1:pos:R:3
C -2.705 -2.328 -2.141
C -1.314 -2.667 -1.559
C -0.546 -1.582 -0.797
C 0.583 -1.011 -1.620
O 1.368 -0.055 -0.899
H -3.494 -2.741 -1.509
H -2.844 -2.883 -3.061
H -2.865 -1.269 -2.157
H -1.362 -3.538 -0.916
H -0.700 -3.046 -2.373
H -1.201 -0.761 -0.553
H -0.119 -1.967 0.134
H 0.320 -0.487 -2.531
H 1.290 -1.779 -1.968
H 1.848 -0.425 -0.149
O 0.388 4.785 4.040
H 1.076 5.215 4.558
H -0.432 5.181 4.365
O 0.167 0.978 3.026
H 0.091 0.848 3.976
H 0.923 1.560 2.903
O 2.818 2.642 -0.362
H 3.548 2.165 -0.775
H 3.163 3.165 0.369
```

SMILES: CCCCO.O.O.O
Energy, Ha: -462.91763
Total charge: 0


Record 3
The following is a quantum chemistry calculation of a gas-phase ion, C4H10NO3 (charge +1) in a non-equilibrium geometry, from the OMol25 dataset.

XYZ file:
```
18
Properties=species:S:1:pos:R:3
N -1.101 0.593 -1.751
C 0.006 -0.199 -0.996
O -0.269 -1.514 -1.224
C -0.302 0.297 0.439
O -1.660 -0.066 0.622
C 0.693 -0.249 1.417
C 2.109 0.267 1.166
O 2.378 1.033 0.293
H -0.875 1.565 -1.752
H -1.980 0.604 -1.215
H -1.365 0.051 -2.640
H 0.851 0.193 -1.570
H -0.665 -1.832 -0.428
H -0.133 1.319 0.624
H -1.543 -0.541 1.460
H 0.716 -1.383 1.114
H 0.419 0.038 2.551
H 2.723 -0.175 1.889
```

SMILES: [NH3+][C@H](O)[C@@H](O)CC=O
Energy, Ha: -438.57723
Total charge: +1


Record 4
The following is a quantum chemistry calculation of a molecular structure, C8H7N2O5Sc in a non-equilibrium geometry, from the OMol25 dataset.

XYZ file:
```
23
Properties=species:S:1:pos:R:3
O 0.173 1.161 -1.928
C 0.774 1.942 -1.034
Sc -0.356 -0.337 -0.626
O 1.339 -3.217 -1.656
C 0.806 -2.183 -1.473
C -0.353 -2.011 0.862
O -0.221 -2.750 1.766
C 1.084 1.694 0.275
O 0.966 2.367 1.275
C 1.494 -0.120 0.806
O 2.403 -0.287 1.520
H 1.168 2.945 -1.292
C -5.087 -0.905 1.845
N -4.205 0.252 1.652
C -4.604 1.574 2.170
C -3.137 0.114 0.973
N -2.209 0.006 0.248
H -5.982 -0.573 2.345
H -4.611 -1.682 2.450
H -5.370 -1.352 0.889
H -3.886 1.933 2.913
H -4.642 2.305 1.356
H -5.584 1.477 2.615
```

Energy, Ha: -1554.76368
Total charge: +2